A.
The following is a quantum chemistry calculation of one molecule with the formula C6H5N, from the Open Molecules 2025 dataset.

```
12
C6H5N (ωB97M-V with the def2-TZVPD basis set)
N -0.86339 1.57553 3.45700
C -0.52655 1.24140 2.37946
C -0.04038 0.85269 1.07462
C 0.30129 1.67077 0.04603
C 1.06027 0.93449 -0.92114
C 1.15006 -0.38833 -0.46279
C 0.55252 -0.50226 0.87552
H 0.11132 2.70509 0.00329
H 1.52186 1.49809 -1.75380
H 1.78009 -1.18421 -0.90250
H 1.48486 -0.73264 1.44456
H -0.18183 -1.32050 1.10988
```

Calculated values
- Kohn-Sham gap: 8.98 eV
- Charge: 0
- Molar mass: 91.113 g mol⁻¹

---

B.
The following is a quantum chemistry calculation of one molecule with the formula C6H5N, from the Open Molecules 2025 dataset.

```
12
C6H5N (ωB97M-V with the def2-TZVPD basis set)
C -1.33551 -2.69549 0.03729
C -0.95054 -1.65475 -0.44624
C -0.29694 -0.50371 -0.92689
N -0.70876 0.75252 -0.68378
C 0.17904 1.68467 -0.28360
C 1.20517 1.29304 0.60268
C 1.96771 0.93441 1.47477
H -1.64591 -3.60831 0.49337
H 0.71992 -0.58539 -1.29078
H -1.70150 0.98448 -0.71509
H 0.00002 2.72325 -0.53005
H 2.56837 0.62203 2.30106
```

Calculated values
- Kohn-Sham gap (alpha / beta): 7.13 / 7.25 eV
- Charge: 0
- Molar mass: 91.113 g mol⁻¹

---

Pick A: it beats the second-best structure by 4.397 eV.

---

A.
The following is a quantum chemistry calculation of one molecule with the formula C19H22N2O4S, from the Open Molecules 2025 dataset.

```
48
C19H22N2O4S (ωB97M-V with the def2-TZVPD basis set)
O -3.05143 4.42059 0.63407
C -2.69665 3.31476 0.98939
O -2.03218 3.08959 2.16202
C -3.09646 2.15788 0.11049
C -4.55939 1.76375 0.36986
C -4.39927 0.35546 0.91017
C -5.43959 -0.46801 1.31544
C -5.13245 -1.73670 1.74773
C -3.82880 -2.17296 1.79767
C -2.74965 -1.37221 1.45280
C -3.09212 -0.10657 0.93782
N -2.29221 0.92870 0.38263
C -0.99492 0.81679 -0.09024
O -0.50028 1.76772 -0.68078
C -0.07112 -0.41027 0.06166
N 1.37924 -0.10872 -0.17267
C 2.17258 -0.80199 -1.04689
O 1.77776 -1.81835 -1.60488
C 3.62444 -0.27310 -1.19980
S 3.86461 1.14134 0.01615
C 3.99176 0.23950 -2.57249
C 5.42590 -0.26901 -2.92232
C 5.91674 -0.89625 -1.59136
C 4.64861 -1.36996 -0.86323
C -0.24565 -0.97937 1.49858
C -1.35608 -2.01744 1.55585
H -1.82924 3.97560 2.52500
H -2.97876 2.43492 -0.94393
H -5.11331 1.72774 -0.58316
H -5.05358 2.48435 1.11056
H -6.48463 -0.13503 1.24377
H -5.89846 -2.46724 2.09729
H -3.69777 -3.21882 2.14187
H -0.50733 -1.13016 -0.62384
H 1.73164 0.82651 0.04371
H 4.02355 2.25734 -0.74676
H 3.90376 1.30785 -2.59587
H 3.22781 -0.12404 -3.28808
H 6.02853 0.58852 -3.24069
H 5.32784 -1.01920 -3.71416
H 6.61712 -1.74930 -1.79627
H 6.47390 -0.18402 -0.98218
H 4.26971 -2.32887 -1.24053
H 4.79529 -1.49278 0.21305
H 0.75823 -1.43317 1.77232
H -0.42937 -0.16289 2.20272
H -1.19375 -2.77147 0.73967
H -1.23457 -2.58103 2.46781
```

Calculated values
- Kohn-Sham gap: 9.05 eV
- Charge: 0
- Molar mass: 374.462 g mol⁻¹

---

B.
The following is a quantum chemistry calculation of one molecule with the formula C19H22N2O4S, from the Open Molecules 2025 dataset.

```
48
C19H22N2O4S (ωB97M-V with the def2-TZVPD basis set)
C 5.21063 3.22040 -0.09130
O 3.91191 3.35698 -0.21375
C 3.11758 2.06632 -0.11971
C 3.66099 0.65944 -0.14020
C 2.77266 -0.37256 0.15347
C 1.35835 -0.30039 0.25516
C 0.45270 -1.29531 0.10877
N 1.25125 -2.79011 -0.30406
C 1.48394 -3.62659 0.60660
C 1.23547 -3.56691 2.18491
O 1.80410 -4.77252 -0.07024
C 1.06269 -2.68157 -1.51481
C -0.16664 -1.84019 -2.06039
N -0.68708 -1.19636 -0.54421
S -2.04581 -1.74528 -0.02796
O -1.89351 -2.34419 1.40747
O -2.68895 -2.50223 -1.31233
C -2.80712 -0.27510 0.04158
C -2.70331 0.29215 1.17926
C -3.27245 1.88581 1.21604
C -4.15799 2.16452 0.30192
C -4.76280 3.41293 0.25294
C -4.20894 1.36192 -0.86547
C -3.63680 0.26514 -1.06120
C 0.85397 1.11138 -0.13695
C 1.61620 2.23699 -0.20127
H 5.64187 4.24556 -0.26156
H 5.63249 2.53995 -0.98162
H 5.67284 2.64638 0.79538
H 4.86262 0.64587 0.01308
H 3.17910 -1.19933 0.10989
H 0.11623 -1.60575 1.25495
H 0.28419 -3.56855 2.34094
H 1.63240 -4.48459 2.63589
H 1.96405 -2.56141 2.34946
H 1.85924 -2.29646 -1.89037
H 0.84210 -3.82238 -1.85388
H -1.05872 -2.26516 -2.31937
H 0.24353 -1.08671 -2.46800
H -2.14149 0.13353 2.01284
H -3.17777 2.35541 2.39453
H -5.77072 3.36514 0.70595
H -4.80390 4.18816 -0.67374
H -4.14761 4.22173 0.74033
H -4.81016 1.80013 -1.74085
H -3.79767 -0.50745 -1.99945
H -0.25975 1.38087 -0.01071
H 1.27608 3.15040 -0.19795
```

Calculated values
- Kohn-Sham gap: 8.58 eV
- Charge: 0
- Molar mass: 374.462 g mol⁻¹

---

C.
The following is a quantum chemistry calculation of one molecule with the formula C19H22N2O4S, from the Open Molecules 2025 dataset.

```
48
C19H22N2O4S (ωB97M-V with the def2-TZVPD basis set)
C -1.83399 5.55013 -3.04373
O -0.85136 5.82840 -2.07439
C -0.06074 4.81264 -1.63989
C 0.93045 5.16149 -0.71946
C 1.79223 4.20427 -0.22762
C 1.67599 2.88172 -0.62597
C 0.68228 2.52491 -1.52707
C 0.57611 1.12806 -2.05308
O 0.77282 0.87890 -3.22849
N 0.23234 0.16300 -1.16413
C -0.07007 0.34805 0.23458
C 0.93648 -0.43893 1.08070
N 0.89769 -1.81894 0.66353
S 1.30531 -3.02102 1.74190
O 2.39011 -3.80629 1.22771
O 1.43470 -2.42645 3.03898
C -0.20195 -4.06466 1.72464
C -1.37401 -3.16198 1.59769
C -1.68221 -2.28316 2.63119
C -2.72732 -1.38702 2.49867
C -3.48189 -1.36248 1.33620
C -3.18674 -2.24014 0.30696
C -2.13535 -3.13200 0.43542
C 1.23281 -2.00746 -0.72793
C 0.22662 -1.22494 -1.57542
C -0.17611 3.48798 -2.04458
H -2.58468 4.84897 -2.66495
H -2.31069 6.50461 -3.26097
H -1.39097 5.14888 -3.96023
H 1.00857 6.19396 -0.41840
H 2.56455 4.48857 0.47100
H 2.36360 2.13796 -0.25297
H -0.04010 1.40701 0.48900
H -1.07576 -0.04387 0.43000
H 0.67925 -0.40591 2.13796
H 1.94341 -0.01782 0.94563
H -0.17876 -4.60435 2.66777
H -0.09609 -4.75224 0.89156
H -1.08490 -2.29967 3.52971
H -2.95644 -0.70558 3.30428
H -4.29872 -0.66369 1.23437
H -3.77456 -2.22878 -0.59921
H -1.90926 -3.81755 -0.36897
H 1.18900 -3.07341 -0.94575
H 2.25116 -1.65133 -0.93775
H 0.49387 -1.25946 -2.63292
H -0.77693 -1.63751 -1.42781
H -0.91713 3.17883 -2.76434
```

Calculated values
- Kohn-Sham gap: 9.39 eV
- Charge: 0
- Molar mass: 374.462 g mol⁻¹

---

Pick A: it beats the second-best structure by 1.221 eV.

---

A.
The following is a quantum chemistry calculation of C3H4O2S2 as an isolated structure, from the Open Molecules 2025 dataset.

```
11
C3H4O2S2 (ωB97M-V with the def2-TZVPD basis set)
C -0.78609 1.97962 0.31302
C 0.69366 0.26585 -0.46451
C 0.60065 -0.96470 0.51146
O -1.82360 1.40417 0.28005
O 0.40716 1.70221 0.12670
S -0.81931 -2.07933 0.31590
S -2.06223 -0.64813 -0.43236
H 1.69851 0.24029 -0.98988
H 0.09609 0.08068 -1.36740
H 1.46465 -1.48615 0.31969
H 0.53050 -0.49451 1.38733
```

Calculated values
- Kohn-Sham gap (alpha / beta): 7.40 / 6.90 eV
- Charge: 0
- Molar mass: 136.197 g mol⁻¹

---

B.
The following is a quantum chemistry calculation of one molecule with the formula C3H4O2S2, from the Open Molecules 2025 dataset.

```
11
C3H4O2S2 (ωB97M-V with the def2-TZVPD basis set)
O 0.78283 1.33886 -0.06972
C 1.42106 0.17308 0.06067
S 3.05865 -0.04282 -0.00431
C 0.48657 -1.02653 0.06242
O -0.82948 -0.78543 -0.43389
C -1.72920 -0.26662 0.37502
S -3.19262 0.26543 -0.05412
H 1.37266 2.12719 0.00844
H 0.93367 -1.81220 -0.52600
H 0.46997 -1.40142 1.10544
H -1.33013 -0.18256 1.38723
```

Calculated values
- Kohn-Sham gap: 8.77 eV
- Charge: 0
- Molar mass: 136.197 g mol⁻¹

---

C.
The following is a quantum chemistry calculation of one molecule with the formula C3H4O2S2, from the Open Molecules 2025 dataset.

```
11
C3H4O2S2 (ωB97M-V with the def2-TZVPD basis set)
C -0.49336 -1.15407 0.71000
C 0.23931 -1.27604 -0.37374
C -0.69380 1.44057 0.04588
O 0.98989 -2.00901 -1.08142
O 0.43035 1.90316 0.65896
S -1.43353 0.19272 1.20066
S -0.20495 0.84313 -1.58117
H -0.38026 -2.01021 1.45058
H -1.33026 2.30553 -0.11774
H 1.79175 -1.54689 -1.37272
H 1.08486 1.31112 0.46070
```

Calculated values
- Kohn-Sham gap: 8.29 eV
- Charge: 0
- Molar mass: 136.197 g mol⁻¹

---

Pick B: it beats the second-best structure by 2.035 eV.